{"formula": "C15H18CuN4O10", "method": "the ωB97M-V functional and the def2-TZVPD basis", "elements": ["Cu", "C", "N", "C", "C", "O", "C", "O", "C", "C", "O", "N", "C", "C", "H", "H", "H", "H", "H", "H", "H", "H", "H", "H", "H", "H", "H", "H", "H", "H", "O", "C", "O", "C", "C", "C", "C", "C", "C", "O", "N", "O", "O", "N", "O", "O", "H", "H"], "coordinates": [[-0.2310, -0.1898, 0.3762], [0.1809, 2.4197, -3.9001], [-0.1124, 1.7783, -2.6252], [0.1980, 2.5020, -1.4094], [-0.2723, 0.4496, -2.5210], [-0.1450, -0.2754, -1.5278], [-0.5121, -0.3625, -3.8560], [-0.5046, -1.7021, -3.5027], [-1.7733, -2.2157, -3.0814], [-1.6941, -3.7361, -2.8088], [-2.2772, -4.4635, -3.6022], [-1.1741, -4.1928, -1.6416], [-0.5985, -3.3316, -0.5621], [-1.6158, -5.5106, -1.2646], [0.0333, 3.4885, -3.8342], [-0.5138, 2.0304, -4.6087], [1.2416, 2.2130, -4.1195], [0.0258, 3.5474, -1.4761], [1.2499, 2.4133, -1.0455], [-0.4150, 2.1249, -0.5817], [0.3704, -0.2434, -4.5669], [-1.3320, -0.1514, -4.5783], [-2.5705, -2.1699, -3.8445], [-2.1876, -1.6051, -2.1897], [-1.3012, -2.8159, 0.0777], [0.0840, -2.6142, -1.0164], [0.0989, -3.9863, 0.0190], [-2.7085, -5.5816, -1.1013], [-1.1580, -5.7810, -0.3086], [-1.2766, -6.2041, -2.0157], [0.8209, -1.7436, 3.7127], [0.4257, -0.8721, 2.9429], [-0.4162, -1.0284, 2.0136], [0.9039, 0.5690, 3.2732], [1.0853, 0.9085, 4.6023], [1.3403, 2.1984, 5.0324], [1.4560, 3.2650, 4.1706], [1.1620, 2.9297, 2.8541], [0.8827, 1.6884, 2.3361], [0.8862, 1.4435, 1.0892], [1.2001, 4.0747, 1.9881], [2.0082, 4.9315, 2.2401], [0.5127, 4.0960, 0.9793], [1.8262, 2.4044, 6.3901], [2.5394, 3.3786, 6.6396], [1.5345, 1.5357, 7.2025], [0.9163, 0.1218, 5.3217], [1.8062, 4.2646, 4.3286]], "forces_ev_per_angstrom": [[0.28, 0.35, -0.21], [0.53, -0.56, 0.84], [-0.08, -0.16, 0.95], [0.76, -0.57, 1.33], [0.00, -0.50, -1.81], [-0.43, 1.30, -0.49], [1.37, -0.02, -0.93], [-0.91, -1.12, -0.35], [-0.34, 0.72, 1.02], [-0.52, 0.82, 0.47], [0.23, -0.22, 0.06], [-0.21, 1.05, 0.65], [1.41, -1.07, -0.97], [0.06, -0.42, 0.79], [-0.06, 0.16, 0.23], [-0.10, -0.22, -0.95], [-0.42, 0.18, -0.50], [-0.44, 0.89, -0.54], [-0.69, -0.32, -0.50], [0.24, 0.14, -0.31], [-0.58, 0.08, 1.16], [-0.19, 0.43, 1.08], [0.64, 0.26, -0.18], [0.86, -1.08, -0.97], [-0.33, -0.12, 0.15], [-0.35, 0.19, -0.10], [-0.91, 0.52, -0.16], [0.38, 0.09, -0.43], [0.08, 0.09, -0.19], [-0.26, -0.49, -0.22], [-0.04, -0.11, -0.21], [0.95, 0.66, 1.53], [-0.69, -0.52, -0.19], [-1.01, 1.24, 0.74], [-0.96, -1.52, -0.74], [1.32, 1.61, 0.73], [-0.34, -1.65, -1.02], [-0.24, 2.66, 1.13], [0.97, -3.46, -1.10], [-0.38, 0.42, -0.01], [0.07, -0.99, -1.52], [0.79, 1.48, 0.39], [-0.47, 0.16, 0.14], [0.05, -0.42, 0.23], [-0.69, -0.54, -0.10], [0.22, 0.51, 0.18], [0.45, -0.05, 0.17], [-0.04, 0.10, 0.70]], "orbital_gap_ev": 7.02, "fmax_ha_per_bohr": 0.07312, "total_charge": -1, "e_homo_ha": -0.17840}

***

{"formula": "C15H18N2O6S", "method": "the ωB97M-V functional and the def2-TZVPD basis", "elements": ["C", "C", "O", "C", "O", "C", "S", "C", "N", "N", "C", "C", "C", "C", "O", "C", "C", "O", "C", "C", "O", "C", "C", "O", "H", "H", "H", "H", "H", "H", "H", "H", "H", "H", "H", "H", "H", "H", "H", "H", "H", "H"], "coordinates": [[0.8478, -7.3577, 0.5954], [1.6889, -6.1537, -0.1305], [1.2281, -5.7303, -1.4763], [0.1965, -4.9392, -1.1209], [-0.1130, -4.5515, 0.0425], [-0.4845, -4.4663, -2.6337], [-1.9887, -3.3300, -2.2787], [-0.8841, -2.0319, -1.8948], [0.6769, -1.7967, -1.9706], [0.7369, -0.6407, -1.3418], [-0.2501, -0.0394, -1.1320], [-0.3685, 1.1621, -0.3189], [0.7307, 2.0489, -0.4397], [0.5622, 3.2885, 0.2999], [1.5385, 4.1989, 0.3033], [2.8564, 3.7131, -0.0899], [-0.7432, 3.9174, 0.6473], [-0.9575, 5.1033, 1.1765], [0.2387, 5.5048, 2.1532], [-1.6998, 2.9211, 0.6755], [-3.0625, 3.2816, 1.0283], [-3.1868, 4.3662, 1.7917], [-1.4702, 1.7402, 0.0948], [-1.3980, -0.8715, -1.2221], [1.2701, -7.9369, 1.4175], [0.7159, -8.1412, -0.0281], [-0.1561, -7.1635, 1.0510], [2.5450, -6.5439, -0.5044], [1.8861, -5.4131, 0.5206], [0.2961, -4.0594, -3.2276], [-0.8528, -5.2898, -3.0162], [1.5638, 1.5385, -0.5956], [3.4003, 4.7065, -0.3418], [2.8246, 3.6551, -1.3029], [3.4795, 2.9769, 0.3119], [-0.2760, 6.3763, 2.7418], [0.8940, 6.0895, 1.4446], [0.6482, 4.8337, 2.5843], [-3.0593, 5.2872, 1.2938], [-2.9564, 4.3744, 2.7880], [-4.3851, 4.3460, 1.8726], [-2.5323, 1.0266, 0.2321]], "forces_ev_per_angstrom": [[-0.35, 2.69, 1.30], [-1.58, -4.88, -0.65], [-2.36, 0.89, 3.55], [-2.04, 3.18, -0.37], [0.80, -1.71, -5.17], [0.35, 3.16, 5.95], [2.96, 0.00, -0.41], [3.36, 3.73, 1.90], [-6.49, -2.27, 0.25], [8.78, -2.52, -2.86], [-8.17, 1.90, 4.35], [2.58, 1.50, -3.00], [-4.50, 2.55, 4.29], [-1.19, 0.15, -2.63], [3.04, -0.86, 0.66], [-0.68, 5.52, -6.31], [2.34, -4.31, 0.09], [3.59, 1.39, 1.95], [-7.52, 12.65, -7.71], [-2.54, 3.73, 0.28], [3.85, -3.95, -2.08], [-7.24, 1.83, -0.41], [-7.91, -4.90, 1.71], [1.29, -2.47, -2.92], [1.27, 0.93, 0.27], [-0.62, -2.21, -2.83], [0.74, 0.74, -0.85], [3.11, -1.69, -0.05], [0.32, 2.83, 1.72], [0.40, 0.77, -0.38], [-1.87, -4.18, -2.06], [4.23, -1.11, -1.12], [-0.23, -1.33, 1.96], [-0.45, -1.41, 2.47], [0.04, -1.22, 1.37], [0.92, -2.22, -0.47], [-0.32, -1.02, 1.10], [4.69, -8.85, 5.52], [0.61, 0.95, -0.33], [1.70, -0.36, 2.47], [1.95, 0.41, 0.24], [3.12, 1.96, -0.78]], "orbital_gap_ev": 8.23, "fmax_ha_per_bohr": 0.32313, "smiles": "CCOC(=O)CSc1nnc(-c2cc(OC)c(OC)c(OC)c2)o1", "de_lowest_kcal_mol": 295.9, "e_homo_ha": -0.28692}

***

{"formula": "C15H18N3O7SeZr", "method": "the ωB97M-V functional and the def2-TZVPD basis", "elements": ["Zr", "O", "C", "O", "C", "C", "C", "C", "C", "O", "C", "C", "O", "O", "H", "H", "H", "H", "H", "H", "H", "H", "C", "O", "C", "O", "N", "N", "H", "H", "H", "H", "H", "H", "Se", "C", "C", "C", "N", "C", "C", "H", "H", "H", "H"], "coordinates": [[0.7497, 0.2038, 0.5849], [2.4447, 2.2483, 0.2791], [1.2567, 2.4510, 0.1055], [0.3818, 2.1175, 1.0530], [0.6504, 2.6207, -1.2948], [-0.8499, 2.3003, -1.2069], [-1.5662, 2.5169, -2.5274], [-1.1319, 1.2941, -3.3555], [-0.1411, 0.6263, -2.4303], [-0.7416, 0.8212, -1.0889], [1.1541, 1.4523, -2.2784], [2.2781, 0.5360, -1.7668], [3.4155, 0.6190, -2.0835], [1.7839, -0.4473, -0.9258], [0.8827, 3.6079, -1.6906], [-1.3470, 2.6959, -0.3312], [-1.2655, 3.4646, -2.9723], [-2.6432, 2.5406, -2.3807], [-0.6674, 1.5506, -4.3060], [-1.9701, 0.6285, -3.5519], [0.0202, -0.4312, -2.6074], [1.5026, 1.8666, -3.2215], [2.2258, 0.6537, 4.7828], [2.1891, -0.7169, 4.2840], [2.0993, -0.8808, 3.0065], [2.0835, 0.0664, 2.1713], [2.0722, -2.1389, 2.5761], [1.7659, -2.3057, 1.2117], [2.2591, 0.5459, 5.8597], [1.3268, 1.1754, 4.4682], [3.1161, 1.1470, 4.4049], [2.0675, -2.9109, 3.2251], [1.1914, -3.1342, 1.0981], [2.6350, -2.4251, 0.6952], [-1.0660, -0.7542, 2.1542], [-2.0609, -1.6926, 0.8125], [-3.4015, -1.9837, 1.0079], [-4.0912, -2.6304, -0.0097], [-3.5520, -2.9892, -1.1732], [-2.2621, -2.7152, -1.3475], [-1.4867, -2.0842, -0.3898], [-3.9083, -1.7135, 1.9240], [-5.1402, -2.8692, 0.1225], [-1.8257, -3.0209, -2.2926], [-0.4336, -1.9065, -0.5948]], "forces_ev_per_angstrom": [[-0.91, -1.56, 1.71], [0.03, 0.16, -0.21], [0.01, 0.45, -0.23], [0.20, 0.70, -0.34], [0.03, -0.04, -0.05], [0.25, -0.02, -0.09], [-0.10, 0.04, 0.01], [-0.04, -0.04, -0.06], [0.08, 0.14, 0.07], [0.07, 0.22, -0.40], [-0.05, 0.10, 0.01], [-0.43, -0.03, -0.05], [0.13, -0.19, -0.08], [0.83, 0.47, -1.11], [0.06, -0.04, -0.06], [0.01, -0.06, 0.04], [-0.02, 0.00, 0.00], [0.00, 0.01, -0.01], [-0.02, 0.00, 0.00], [0.00, 0.00, -0.01], [-0.03, -0.02, 0.07], [-0.04, 0.08, 0.02], [0.05, -0.08, -0.02], [0.04, 0.02, 0.06], [0.21, 0.10, -0.24], [0.13, -0.09, 1.03], [-0.05, -0.09, -0.08], [0.21, 0.12, 0.03], [0.01, 0.02, 0.00], [-0.01, 0.02, -0.01], [-0.01, 0.03, 0.01], [0.01, -0.02, -0.02], [-0.12, 0.08, 0.03], [-0.06, -0.11, -0.08], [-0.55, -0.23, 0.12], [-0.02, -0.05, 0.03], [-0.02, 0.01, -0.01], [-0.03, -0.03, -0.03], [0.08, 0.04, 0.05], [-0.13, -0.05, 0.01], [0.16, 0.06, 0.02], [0.00, 0.01, 0.00], [0.00, 0.00, -0.01], [0.00, 0.00, -0.01], [0.05, -0.14, -0.10]], "orbital_gap_ev": 7.82, "fmax_ha_per_bohr": 0.04834, "total_charge": 1, "de_lowest_kcal_mol": 28.8, "e_homo_ha": -0.42697}

***

{"formula": "C15H18N4O3", "method": "the ωB97M-V functional and the def2-TZVPD basis", "elements": ["N", "C", "C", "C", "C", "N", "C", "N", "C", "O", "N", "C", "C", "C", "C", "C", "C", "C", "C", "C", "O", "O", "H", "H", "H", "H", "H", "H", "H", "H", "H", "H", "H", "H", "H", "H", "H", "H", "H", "H"], "coordinates": [[-0.5551, 2.0264, 2.6421], [-0.7361, 2.7149, 1.3849], [0.5227, 3.3964, 0.9542], [1.6055, 2.3460, 0.6821], [1.8481, 1.8403, -0.5832], [3.0173, 1.0817, -0.4451], [3.2529, 1.0061, 0.9225], [2.3907, 1.6870, 1.6273], [-1.2577, 1.7273, 0.3226], [-1.5654, 2.2039, -0.7920], [-1.6222, 0.4675, 0.7135], [-2.2614, -0.2476, -0.3308], [-1.1830, -0.4911, -1.4932], [-0.2215, -1.6137, -1.3105], [0.8277, -1.4911, -0.4084], [1.6884, -2.4932, -0.2884], [1.6102, -3.7118, -0.9863], [0.5443, -3.7030, -1.8904], [-0.3930, -2.6782, -2.0684], [-3.0766, -1.5841, 0.0029], [-3.4531, -2.4024, -0.7743], [-3.3393, -1.6762, 1.3674], [0.4041, 1.6159, 2.8181], [-0.5565, 2.6900, 3.3382], [-1.5491, 3.4560, 1.5486], [0.8102, 4.1106, 1.7357], [0.3852, 3.9915, -0.0089], [1.2987, 2.0611, -1.4925], [3.4274, 0.4139, -1.0434], [4.0705, 0.3074, 1.2715], [-1.1817, 0.0959, 1.4753], [-2.9671, 0.4235, -0.8452], [-1.8902, -0.7714, -2.4075], [-0.7501, 0.4662, -1.5880], [0.9235, -0.5820, 0.2044], [2.4735, -2.2209, 0.3909], [2.1554, -4.6020, -0.6117], [0.3209, -4.5514, -2.5721], [-1.1834, -2.7581, -2.7983], [-3.8348, -2.5513, 1.3361]], "forces_ev_per_angstrom": [[1.43, -2.34, -0.05], [-0.49, -0.90, 0.22], [1.05, 0.41, -1.55], [-0.78, -0.39, -0.79], [1.03, 0.64, 0.83], [-1.31, 0.56, 2.08], [0.65, -1.37, -0.86], [0.53, 1.03, -0.45], [-1.58, 1.97, -0.58], [0.68, -0.79, 1.58], [-0.91, 2.44, -2.22], [0.18, -2.35, -2.03], [-3.75, -1.81, -0.94], [-1.23, 3.73, 1.25], [-1.61, 1.75, -0.29], [2.39, -1.33, 1.03], [-1.45, 0.74, 0.38], [-0.29, -2.45, -1.36], [1.48, -2.59, -0.75], [1.30, 2.42, 1.76], [0.03, 0.00, -0.35], [-0.57, -1.68, -1.97], [-1.19, 0.42, -1.09], [-0.57, 1.82, 2.11], [0.34, -0.50, -0.35], [0.18, -0.22, -0.17], [0.05, -0.79, 1.23], [0.54, -0.12, 0.03], [0.17, -0.47, -0.98], [-1.17, 1.15, -0.16], [0.86, -1.25, 2.43], [0.00, -0.16, 0.54], [1.75, 0.92, 1.52], [0.54, 0.75, -0.65], [0.05, -0.45, -0.43], [0.66, -0.81, 0.48], [-0.16, 0.74, -1.01], [0.61, 0.13, 0.81], [-0.01, -0.08, 0.02], [0.58, 1.24, 0.76]], "orbital_gap_ev": 9.59, "fmax_ha_per_bohr": 0.08300, "smiles": "N[C@@H](Cc1c[nH]cn1)C(=O)N[C@@H](Cc1ccccc1)C(=O)O", "de_lowest_kcal_mol": 46.9, "e_homo_ha": -0.32756}